Entry 1:
ORCA calculation (wB97M-V/def2-TZVPD) on C41H34FN9O5SeTl as an isolated structure.

Atoms and positions in Å:
Tl -0.13051 -0.21888 0.80641
O -0.36572 8.26146 0.01913
C -1.25209 7.55249 -0.71312
O -1.77287 8.04652 -1.67162
C -1.51297 6.14169 -0.28246
C -0.61569 5.39441 0.47636
C -0.90001 4.08221 0.81086
C -2.10808 3.51364 0.41824
C -3.00140 4.25310 -0.35668
C -2.69803 5.55465 -0.71112
N -2.35938 2.17226 0.76332
C -3.50422 1.84985 1.19247
C -3.85620 0.45049 1.51448
C -5.16334 0.15067 1.86570
C -5.49232 -1.16922 2.14315
C -4.50066 -2.12597 2.06445
C -3.21175 -1.73417 1.70884
N -2.89375 -0.47451 1.43770
H -0.12302 7.78035 0.81985
H 0.33775 5.81006 0.78199
H -0.19717 3.48601 1.37744
H -3.92216 3.79418 -0.69708
H -3.37004 6.13686 -1.32697
H -4.29351 2.59366 1.35143
H -5.90526 0.93710 1.91848
H -6.50353 -1.43685 2.42026
H -4.70333 -3.16442 2.28777
H -2.39202 -2.44149 1.65982
Se 1.03192 -1.89566 -7.70875
N 1.86062 -2.43522 -6.21345
C 1.30150 -1.80180 -5.22006
C 1.74606 -1.90612 -3.83303
C 2.78413 -2.75660 -3.45026
C 3.18427 -2.76873 -2.13412
C 2.53912 -1.91321 -1.24040
N 1.55632 -1.10163 -1.59054
C 1.14147 -1.10250 -2.86016
C -0.01413 -0.23314 -3.20225
N -0.59508 0.44695 -2.20736
C -1.64112 1.20177 -2.49142
C -2.17933 1.33202 -3.77194
C -1.58720 0.63972 -4.80110
C -0.48092 -0.16213 -4.51819
C 0.20277 -0.91959 -5.56110
N -0.10653 -0.84432 -6.82416
H 3.26376 -3.37625 -4.19747
H 3.98635 -3.40657 -1.79047
H 2.83768 -1.88662 -0.19700
H -2.08123 1.73058 -1.65290
H -3.03837 1.96674 -3.93966
H -1.95223 0.70210 -5.81761
C 2.86452 -6.74608 -2.38099
C 1.55510 -6.97433 -1.64230
N 0.78352 -5.74388 -1.46255
C 0.84919 -5.09315 -0.27469
C 0.24413 -3.91862 0.03506
C 0.47187 -3.42895 1.47302
O 1.29471 -4.06292 2.12982
O -0.23560 -2.44593 1.84851
C -0.54926 -3.25566 -0.97085
O -1.13787 -2.17913 -0.85939
C -0.62967 -3.98136 -2.26784
C -1.38088 -3.40962 -3.29803
C -1.45685 -4.03527 -4.50925
F -2.15202 -3.47252 -5.52852
C -0.82349 -5.25807 -4.74358
C -0.07275 -5.82213 -3.73618
C 0.04243 -5.19158 -2.48814
N -0.92800 -5.93801 -6.00058
C -0.21810 -5.29893 -7.10495
C 0.10776 -6.38720 -8.14336
N -0.77569 -7.56897 -7.85444
C -2.20398 -7.14437 -7.68011
C -2.28858 -6.27475 -6.40793
H 3.39700 -7.68883 -2.50912
H 3.50287 -6.07022 -1.81272
H 2.69762 -6.30582 -3.36564
H 1.74553 -7.37164 -0.64768
H 0.93142 -7.71041 -2.15111
H 1.44956 -5.55441 0.50164
H -1.88090 -2.46564 -3.11480
H 0.41598 -6.76445 -3.93835
H 0.70216 -4.84913 -6.73617
H -0.81235 -4.49960 -7.56314
H 1.13664 -6.73498 -8.07957
H -0.10043 -6.07281 -9.16391
H -0.46596 -7.96168 -6.96225
H -0.68413 -8.27790 -8.57994
H -2.81658 -8.03992 -7.61344
H -2.47644 -6.59873 -8.58112
H -2.76586 -6.82616 -5.59912
H -2.89701 -5.39186 -6.62509

Atomic forces in eV per Å
-0.076 0.106 -0.035
-0.030 -0.027 0.071
0.146 -0.043 -0.111
-0.050 0.015 0.048
-0.042 0.022 0.020
0.002 -0.002 0.015
0.001 0.005 -0.014
-0.038 0.028 0.022
-0.002 0.013 -0.016
-0.005 -0.004 0.006
0.064 -0.012 -0.012
-0.031 -0.045 0.054
0.017 0.041 -0.060
-0.008 0.003 0.006
-0.021 0.009 0.001
0.013 -0.010 0.018
-0.017 0.022 0.055
-0.025 -0.077 -0.045
-0.016 0.036 -0.042
0.000 -0.004 -0.004
-0.004 -0.002 -0.003
0.014 0.008 -0.007
-0.001 0.002 0.000
0.002 -0.011 0.007
0.004 -0.002 0.008
0.005 0.002 0.005
0.000 0.002 -0.016
0.000 0.001 -0.013
0.011 0.001 -0.009
0.001 -0.021 -0.051
-0.023 -0.017 0.060
0.007 -0.011 -0.026
0.021 0.014 -0.003
-0.028 -0.023 -0.026
0.042 0.044 -0.020
0.022 -0.050 0.074
-0.063 0.059 -0.004
0.027 0.004 0.058
0.104 -0.023 -0.061
-0.030 0.024 0.075
-0.007 -0.004 -0.017
0.007 -0.003 0.003
-0.002 -0.008 -0.024
-0.006 0.034 0.020
0.011 0.008 -0.002
0.000 0.002 0.003
0.010 -0.009 0.005
-0.011 -0.011 -0.001
0.014 -0.024 -0.040
0.007 0.005 0.002
0.002 0.000 -0.001
0.001 0.024 -0.008
-0.048 -0.014 -0.009
0.004 0.015 -0.028
0.043 0.020 0.013
-0.019 -0.023 -0.076
-0.168 0.014 0.105
0.113 0.020 0.018
0.146 -0.050 -0.105
-0.140 -0.044 0.079
-0.003 -0.028 -0.011
0.066 0.006 -0.020
-0.020 0.039 -0.020
-0.011 0.040 0.017
0.019 0.010 0.020
0.014 -0.021 0.087
-0.018 -0.031 -0.054
-0.017 0.003 0.054
0.123 -0.027 -0.073
-0.032 0.074 -0.034
-0.007 -0.010 0.002
-0.018 -0.003 0.008
0.009 0.009 0.009
-0.075 -0.049 -0.006
-0.009 0.002 0.002
0.012 0.012 0.002
0.010 0.000 0.009
0.009 0.010 0.009
-0.009 -0.006 -0.003
-0.009 -0.006 -0.009
-0.002 -0.032 0.010
-0.004 0.011 -0.004
-0.016 -0.023 -0.002
0.010 0.001 0.020
0.000 -0.008 0.017
0.016 0.013 0.000
0.010 0.002 0.003
-0.004 -0.002 0.000
-0.015 0.004 -0.005
0.005 0.008 0.000
0.014 -0.015 0.000
0.003 -0.008 0.012

As for the total energy: -5125.45126 Eh. Its charge is +1. The HOMO energy comes out at -9.84 eV. For the lowest unoccupied orbital energy, the calculation gives -3.15 eV.


Entry 2:
ORCA calculation (wB97M-V/def2-TZVPD) on a 3-piece molecular cluster, C12H30ClN2O4 overall in a non-equilibrium geometry.

Atoms and positions in Å:
Cl -1.27747 -2.23031 3.59966
C -4.10458 0.29809 3.28239
O -4.41264 -0.58490 2.23904
C -3.73263 -0.27869 1.06350
C -3.82407 -1.43221 0.08872
N -3.15773 -2.59963 0.66483
C -3.09472 -3.72019 -0.26443
C -2.20695 -3.52642 -1.49055
O -0.94258 -2.95177 -1.19662
C -0.23982 -3.65268 -0.20337
H -3.01883 0.43604 3.31549
H -4.47196 -0.08410 4.22764
H -4.54434 1.29334 3.10714
H -2.66993 -0.06522 1.25808
H -4.15159 0.62993 0.59930
H -3.40727 -1.10611 -0.87445
H -4.88693 -1.64999 -0.06417
H -2.19789 -2.30322 0.83220
H -4.09178 -4.02849 -0.59350
H -2.75104 -4.57603 0.32293
H -2.66028 -2.91699 -2.27088
H -1.99735 -4.50795 -1.94406
H -0.23577 -4.73811 -0.39748
H -0.56457 -3.52252 0.83665
H 0.80192 -3.32859 -0.26217
C 0.84282 -0.43953 1.38961
O 1.22427 0.78070 0.78827
C 0.88776 0.79865 -0.58394
C 1.09336 2.19087 -1.13580
N 2.48309 2.43466 -1.54937
C 3.36195 2.54365 -0.40574
C 4.73867 3.01159 -0.86356
O 4.58562 4.21761 -1.58288
C 5.77294 4.58562 -2.21411
H 1.26522 -1.31436 0.87728
H -0.24584 -0.54101 1.39605
H 1.20307 -0.50454 2.41275
H -0.15214 0.46604 -0.69503
H 1.50938 0.07053 -1.12131
H 0.78891 2.91284 -0.36857
H 0.44160 2.31446 -2.00051
H 2.49844 3.35789 -1.97635
H 3.46917 1.59558 0.12477
H 3.02749 3.25392 0.37209
H 5.13899 2.23668 -1.53757
H 5.48702 3.08103 -0.06616
H 6.21650 3.79555 -2.83260
H 6.54648 4.82741 -1.46784
H 5.65602 5.47084 -2.83537

Atomic forces in eV per Å
0.182 0.065 -0.161
0.478 0.572 -0.371
-0.438 -0.246 0.188
0.266 0.274 -0.387
-0.247 -0.128 0.491
-0.209 0.321 -1.247
-0.014 -0.191 0.514
0.501 -0.514 -0.124
-0.474 0.432 0.126
0.885 -0.658 0.216
0.006 -0.158 0.391
0.012 -0.254 -0.006
-0.153 -0.005 -0.030
-0.030 -0.084 0.193
-0.041 0.033 -0.030
0.053 0.061 -0.070
0.031 -0.165 -0.068
-0.122 -0.186 0.666
-0.128 0.287 -0.054
0.252 -0.020 -0.110
-0.022 0.241 0.129
-0.277 -0.122 -0.012
-0.116 0.068 -0.129
-0.257 0.292 -0.159
-0.105 0.077 0.008
-0.145 -0.497 0.112
0.279 0.090 -0.016
-0.043 -0.233 0.374
0.188 -0.174 -0.096
-0.468 0.362 0.141
1.056 0.423 0.774
-0.227 -1.064 -0.586
0.011 0.144 -0.091
1.048 0.224 0.243
0.000 0.153 -0.226
0.032 -0.099 0.134
-0.129 0.365 0.058
-0.085 0.139 -0.076
0.020 0.055 -0.148
-0.179 -0.014 0.066
0.078 0.065 -0.118
0.067 -0.203 -0.210
-0.071 -0.068 -0.225
-0.321 -0.005 -0.198
-0.057 0.118 -0.148
-0.267 0.364 0.291
-0.337 -0.175 -0.071
-0.052 0.034 0.022
-0.432 0.006 0.031

As for the total energy: -1345.85595 Eh. Its charge is -1. The HOMO energy comes out at -3.98 eV. For the lowest unoccupied orbital energy, the calculation gives 2.53 eV.


Entry 3:
ORCA calculation (wB97M-V/def2-TZVPD) on one molecule with the formula C6H11N3O in a non-equilibrium geometry.

Atoms and positions in Å:
H 1.53859 -2.95794 -1.23420
N 1.63699 -1.98683 -0.93363
C 0.46793 -1.43654 -0.85936
N -0.63236 -2.14987 -1.23125
C 0.38448 -0.01547 -0.40023
C 1.39321 0.89049 -1.05261
C -0.56235 0.35310 0.48931
C -1.57396 -0.52653 1.16301
C -0.64718 1.76807 0.93002
N 0.44199 2.21867 1.60682
O -1.64852 2.44668 0.75527
H -1.43852 -1.59437 -1.50069
H -0.46915 -2.91710 -1.87066
H 2.36060 0.81147 -0.54628
H 1.53261 0.61966 -2.10541
H 1.08372 1.93974 -1.04752
H -2.50743 -0.54122 0.59164
H -1.21531 -1.55232 1.28826
H -1.80100 -0.16012 2.17083
H 0.41845 3.16030 1.97307
H 1.23722 1.63014 1.81361

Atomic forces in eV per Å
0.144 0.102 -0.046
-0.492 0.763 0.450
2.389 -1.078 -0.343
-1.780 0.503 -0.327
-1.217 -0.334 0.238
0.021 0.375 -0.136
0.928 -0.300 -0.598
-0.088 -0.428 0.212
-0.293 0.580 0.217
0.157 0.282 0.179
0.422 -0.210 0.018
0.102 -0.218 0.156
0.077 0.142 0.226
-0.061 -0.057 -0.198
0.065 -0.130 0.291
-0.022 -0.170 0.209
0.030 -0.015 0.177
-0.063 0.137 -0.247
-0.020 0.117 -0.263
0.004 -0.183 -0.056
-0.304 0.124 -0.160

As for the total energy: -474.74102 Eh. The HOMO energy comes out at -9.16 eV. Its structure (SMILES) is [H]/N=C(N)/C(C)=C(\C)C(N)=O. For the lowest unoccupied orbital energy, the calculation gives 0.79 eV.


Entry 4:
ORCA calculation (wB97M-V/def2-TZVPD) on C18H26Br4N4O6S4 as an isolated structure in a non-equilibrium geometry.

Atoms and positions in Å:
C -3.32783 1.47814 1.36850
C -2.64934 0.27757 2.03677
C -3.49123 -0.98419 1.84679
C -3.87182 -1.32935 0.40140
C -2.72141 -1.94593 -0.40150
S -3.21251 -2.13021 -2.15364
C -1.82792 -1.52079 -3.10184
S -0.96505 -2.56680 -3.98552
N -1.55480 -0.15651 -3.11383
C -1.90406 0.72868 -2.13911
C -1.46154 1.96471 -2.48083
N -0.83539 1.81145 -3.76934
C -0.93263 0.56870 -4.09016
O -2.84608 0.54081 3.49811
S -1.71525 1.46293 4.05826
O -1.36967 1.12580 5.38796
O -1.91422 2.84490 3.78319
O -0.56377 0.92919 3.07571
C -1.08696 0.18380 1.93599
O -0.66833 0.93906 0.83378
C -0.39574 -1.18488 2.03545
C 0.44402 -1.53962 0.80373
S 2.20320 -1.19305 1.10102
C 2.78106 -1.15422 -0.53776
N 3.67545 -0.41424 -1.08100
N 3.70821 -0.80146 -2.41928
C 2.84317 -1.72136 -2.56756
O 2.20318 -2.02406 -1.40395
H -3.31112 2.35427 2.00639
H -2.91503 1.73458 0.39743
H -4.37354 1.22156 1.20294
H -3.05522 -1.87355 2.29955
H -4.41875 -0.79378 2.38691
H -4.31252 -0.50388 -0.15578
H -4.65850 -2.08609 0.46073
H -1.83347 -1.32329 -0.33148
H -2.45897 -2.93301 -0.02357
H -2.43205 0.49611 -1.23665
H -1.61642 2.84148 -1.89186
H -0.58077 0.10664 -4.99553
H -0.19842 1.71008 1.17217
H 0.28024 -1.14659 2.88846
H -1.07239 -2.01181 2.22992
H 0.35584 -2.58966 0.52449
H 0.16179 -0.97807 -0.08337
H 2.55073 -2.26930 -3.44494
Br 0.53140 3.56081 -2.99267
C 1.07373 5.33518 -2.32020
C 2.04945 6.01543 -3.24324
Br 3.83696 5.26677 -3.07257
H 1.47802 5.19875 -1.32105
H 0.14824 5.90548 -2.26183
H 2.15700 7.06841 -2.99092
H 1.76868 5.92226 -4.28768
Br 3.25020 -4.43033 1.80191
C 5.18522 -4.38489 2.03468
C 5.61252 -3.41556 3.10256
Br 5.53405 -1.57531 2.48403
H 5.61031 -4.15158 1.06414
H 5.45688 -5.39983 2.31562
H 6.65459 -3.58317 3.36512
H 4.99860 -3.47719 3.99499

Atomic forces in eV per Å
-0.092 -0.230 -0.624
-0.910 0.181 1.222
-0.188 -0.138 -0.615
0.097 -0.628 -0.007
-0.023 0.453 0.032
-0.117 0.089 0.025
0.575 -0.406 -0.090
-0.045 0.005 -0.220
-0.761 -1.129 0.403
-0.430 1.642 1.074
-0.721 -2.970 -1.477
-1.557 -0.221 0.609
0.484 0.242 -0.067
0.117 -0.373 0.084
1.247 0.760 0.496
-0.311 -0.624 0.040
-0.460 -0.043 -0.435
-0.816 -0.227 0.218
0.779 1.311 0.179
-0.077 -0.607 -0.311
0.439 -0.406 -0.647
0.137 -0.328 -0.734
0.116 0.660 0.353
-0.597 -0.265 0.286
-0.015 0.048 -0.016
0.564 0.261 -0.370
-0.324 -0.236 0.395
-0.019 -0.040 -0.329
0.258 0.049 -0.031
0.162 -0.015 0.036
-0.045 0.035 0.105
0.165 0.142 0.181
0.033 0.067 0.065
0.133 0.201 0.127
-0.084 0.069 -0.018
0.041 -0.001 -0.180
0.001 -0.030 0.005
-0.063 -0.442 -0.108
0.152 0.304 -0.316
0.067 -0.003 -0.028
0.083 0.008 -0.046
-0.173 0.092 0.157
-0.234 0.173 0.046
-0.084 -0.077 0.257
-0.092 0.166 0.120
0.058 0.065 -0.102
2.190 3.010 0.249
0.091 -0.489 -0.057
0.147 0.125 0.133
-0.026 -0.036 -0.062
0.052 0.100 -0.008
0.015 0.023 -0.038
-0.029 -0.002 0.013
-0.031 -0.040 0.006
0.154 -0.185 0.016
-0.140 -0.224 0.052
0.112 0.190 -0.069
-0.034 -0.010 0.013
0.015 0.046 0.008
0.036 0.012 0.023
-0.003 -0.061 -0.010
-0.024 -0.045 -0.009

As for the total energy: -13260.64149 Eh. The HOMO energy comes out at -8.95 eV. For the lowest unoccupied orbital energy, the calculation gives -1.32 eV.